(1)
{"formula": "C33H35Cl5N4P2Ru", "method": "the ωB97M-V functional and the def2-TZVPD basis", "species": ["Ru", "C", "C", "C", "C", "C", "C", "C", "C", "C", "H", "H", "H", "H", "H", "H", "H", "H", "H", "H", "H", "H", "H", "H", "H", "P", "P", "N", "N", "N", "N", "C", "C", "C", "C", "C", "C", "C", "C", "C", "C", "C", "C", "C", "C", "C", "C", "C", "C", "H", "H", "H", "H", "H", "H", "H", "H", "H", "H", "H", "H", "H", "H", "H", "H", "H", "H", "H", "H", "Cl", "C", "C", "C", "Cl", "C", "Cl", "C", "Cl", "C", "Cl"], "positions_angstrom": [[-1.9574, 1.4792, -0.5552], [2.3531, -4.1147, 3.5294], [2.9263, -3.0097, 3.0384], [4.0440, -2.9628, 2.0445], [4.0817, -4.1220, 1.0282], [2.7610, -4.3467, 0.3517], [1.7806, -5.1647, 0.7721], [1.8378, -6.0635, 1.9801], [2.6681, -5.5405, 3.1755], [-3.2508, 1.4845, -2.2013], [1.6681, -4.0257, 4.3849], [2.7241, -2.0572, 3.5317], [5.0021, -2.9439, 2.5850], [3.9859, -2.0242, 1.4768], [4.8174, -3.8527, 0.2577], [4.4752, -5.0273, 1.4995], [2.6814, -3.8879, -0.6398], [0.9370, -5.3735, 0.1085], [2.2347, -7.0530, 1.6982], [0.8160, -6.2418, 2.3444], [2.3991, -6.1653, 4.0427], [3.7383, -5.7252, 3.0113], [-4.1637, 1.7003, -1.6236], [-3.4161, 0.5812, -2.7980], [-3.0529, 2.3509, -2.8481], [-0.6854, 0.3263, -1.9925], [-0.0195, 1.6359, 0.5452], [-1.4094, -1.2069, -2.3844], [-0.2059, 0.9290, -3.5994], [-0.2303, 0.5567, 1.8740], [0.5419, 3.0375, 1.4101], [0.9245, -0.1683, -1.2784], [1.4185, 0.9478, -0.3387], [-2.6240, -1.6353, -1.8624], [-2.8621, -2.9371, -2.2759], [-1.7332, -3.3416, -3.0626], [-0.8568, -2.2628, -3.1084], [-1.0925, 1.2542, -4.6355], [-0.3559, 1.6519, -5.7498], [1.0271, 1.5811, -5.3970], [1.0896, 1.1596, -4.0735], [-1.4883, 0.1863, 2.3484], [-1.3238, -0.8359, 3.2707], [0.0749, -1.1167, 3.3510], [0.7228, -0.2469, 2.4848], [1.3983, 3.0963, 2.5182], [1.7288, 4.4227, 2.7671], [1.0752, 5.2183, 1.7614], [0.3854, 4.3474, 0.9342], [1.6704, -0.4036, -2.0541], [0.7227, -1.1045, -0.7257], [2.1907, 0.5854, 0.3587], [1.8360, 1.8121, -0.8890], [-3.2051, -0.9499, -1.2489], [-3.7439, -3.5168, -2.0372], [-1.5835, -4.3093, -3.5341], [0.1112, -2.1564, -3.5766], [-2.1512, 1.1947, -4.4741], [-0.7651, 1.9409, -6.7124], [1.8788, 1.7855, -6.0349], [1.9423, 0.9990, -3.4365], [-2.3767, 0.6841, 1.9749], [-2.1100, -1.3192, 3.8345], [0.5712, -1.8665, 3.9568], [1.7674, -0.1398, 2.2314], [1.6906, 2.1962, 3.0332], [2.3749, 4.7778, 3.5631], [1.1253, 6.2988, 1.6669], [-0.2036, 4.5243, 0.0515], [-1.3340, 4.6294, -2.3236], [-2.4789, 4.6479, -1.0277], [-2.7812, 3.4710, -0.3358], [-3.8037, 3.5420, 0.5975], [-4.3575, 2.0419, 1.2754], [-4.4151, 4.7558, 0.9818], [-5.5409, 4.7832, 2.2502], [-4.0701, 5.9576, 0.3325], [-4.7891, 7.4388, 0.7934], [-3.1051, 5.8832, -0.6950], [-2.6579, 7.3233, -1.4976]], "homo_ev": [-12.94, -12.93], "multiplicity": 5, "total_energy_ha": -4575.30057, "molar_mass_g_mol": 827.95, "total_charge": 2}

***

(2)
{"formula": "C33H35CoF5N4P2S", "method": "the ωB97M-V functional and the def2-TZVPD basis", "species": ["Co", "C", "C", "C", "C", "C", "C", "C", "C", "C", "H", "H", "H", "H", "H", "H", "H", "H", "H", "H", "H", "H", "H", "H", "H", "P", "P", "N", "N", "N", "N", "C", "C", "C", "C", "C", "C", "C", "C", "C", "C", "C", "C", "C", "C", "C", "C", "C", "C", "H", "H", "H", "H", "H", "H", "H", "H", "H", "H", "H", "H", "H", "H", "H", "H", "H", "H", "H", "H", "F", "C", "C", "F", "C", "F", "C", "S", "C", "F", "C", "F"], "positions_angstrom": [[-0.5641, 1.2449, -2.7684], [-1.6940, 1.3988, -4.2277], [-1.1716, 0.0705, -4.0753], [0.0371, -0.4258, -4.8330], [1.1340, 0.6668, -4.8026], [1.1428, 1.3231, -3.4420], [0.6134, 2.6253, -3.1181], [-0.1329, 3.4530, -4.1339], [-1.1176, 2.5960, -4.9682], [1.1667, 1.0724, 1.2323], [-2.7734, 1.5106, -4.0593], [-1.8735, -0.6914, -3.7110], [-0.2411, -0.7246, -5.8558], [0.4235, -1.3235, -4.3219], [2.1092, 0.2000, -5.0043], [0.9861, 1.4226, -5.5750], [1.8969, 0.8787, -2.7726], [1.0580, 3.1955, -2.2954], [0.5833, 3.9786, -4.7850], [-0.6755, 4.2728, -3.6231], [-1.9829, 3.2545, -5.1434], [-0.6739, 2.3213, -5.9357], [0.5783, 1.6121, 0.4712], [1.9241, 1.7510, 1.6508], [0.4571, 0.7697, 2.0230], [1.9272, -0.3464, 0.4771], [-1.8110, -0.8594, 0.9673], [3.1950, 0.2487, -0.4883], [2.6273, -1.3897, 1.5698], [-2.7498, 0.1281, -0.2254], [-3.0160, -2.0050, 1.2240], [0.6756, -0.9394, -0.6853], [-0.5909, -1.6701, -0.1312], [3.5241, 1.6043, -0.6296], [4.7713, 1.6842, -1.2210], [5.1850, 0.3502, -1.5455], [4.1946, -0.5169, -1.1223], [3.4492, -0.9905, 2.6474], [4.1397, -2.0948, 3.1019], [3.7476, -3.2119, 2.2980], [2.8522, -2.7572, 1.3546], [-2.1008, 1.3019, -0.6931], [-2.6714, 2.3826, -0.0098], [-3.9399, 1.9574, 0.4790], [-3.9977, 0.5912, 0.3105], [-3.8272, -2.4873, 0.1812], [-4.8390, -3.2510, 0.7321], [-4.6596, -3.2390, 2.1633], [-3.5650, -2.4421, 2.4435], [1.2099, -1.6201, -1.3752], [0.3626, -0.0371, -1.3242], [-1.1753, -1.9915, -1.0168], [-0.2804, -2.5997, 0.3907], [2.8479, 2.3767, -0.2857], [5.3376, 2.5915, -1.3679], [6.1235, 0.0752, -2.0044], [4.1003, -1.5934, -1.2092], [3.4399, 0.0306, 2.9958], [4.8709, -2.1067, 3.8980], [4.1044, -4.2265, 2.3882], [2.3168, -3.2665, 0.5729], [-1.7705, 1.2917, -1.7844], [-2.1716, 3.3256, 0.2369], [-4.7234, 2.5960, 0.8970], [-4.8170, -0.0859, 0.4750], [-3.5873, -2.2442, -0.8416], [-5.6184, -3.7586, 0.1780], [-5.2720, -3.7699, 2.8836], [-3.0967, -2.1509, 3.3737], [0.6507, -0.5131, 7.8144], [0.1094, -0.3158, 6.5949], [-0.7431, 0.7745, 6.3882], [-1.0353, 1.6208, 7.4008], [-1.3064, 0.9596, 5.1321], [-2.1384, 2.0056, 4.9028], [-1.0433, 0.0741, 4.0743], [-1.9093, 0.4419, 2.5620], [-0.1943, -1.0133, 4.3038], [0.0885, -1.9007, 3.2995], [0.3869, -1.2066, 5.5523], [1.2030, -2.2640, 5.7707]], "homo_ev": [-4.31, -6.58], "multiplicity": 4, "total_energy_ha": -4460.04438, "molar_mass_g_mol": 735.61}

***

(3)
{"formula": "C33H35CoNO2S3", "method": "the ωB97M-V functional and the def2-TZVPD basis", "species": ["Co", "S", "C", "N", "C", "C", "C", "C", "C", "C", "S", "H", "H", "H", "H", "C", "C", "C", "C", "C", "C", "C", "C", "C", "C", "C", "C", "O", "H", "H", "H", "H", "H", "H", "H", "H", "H", "H", "H", "H", "H", "H", "H", "H", "H", "O", "S", "C", "C", "C", "C", "C", "C", "C", "C", "C", "C", "C", "C", "C", "C", "H", "H", "H", "H", "H", "H", "H", "H", "H", "H", "H", "H", "H", "H"], "positions_angstrom": [[-0.5908, 0.5872, -0.4734], [-0.0607, 1.3535, -2.7643], [0.2056, -0.3347, -2.7152], [0.1534, -0.9824, -1.5618], [0.3088, -2.3524, -1.7040], [0.2969, -3.2867, -0.6739], [0.4742, -4.6227, -0.9869], [0.6695, -5.0318, -2.3091], [0.6934, -4.1050, -3.3383], [0.5130, -2.7648, -3.0223], [0.4889, -1.3755, -4.0770], [0.1407, -2.9630, 0.3482], [0.4566, -5.3616, -0.1965], [0.8027, -6.0818, -2.5325], [0.8448, -4.4183, -4.3629], [-1.9178, 1.5946, 3.2099], [-2.7745, 2.5020, 2.3233], [-1.8972, 3.3976, 1.4428], [-3.8140, 1.7404, 1.5176], [-5.1581, 2.0624, 1.6771], [-6.1540, 1.3931, 0.9815], [-5.7870, 0.3585, 0.1346], [-4.4555, -0.0059, -0.0469], [-4.1419, -1.1740, -0.9671], [-3.5654, -0.7035, -2.3063], [-3.2597, -2.2517, -0.3356], [-3.4639, 0.7238, 0.6205], [-2.1764, 0.4350, 0.4319], [-1.2592, 2.1942, 3.8461], [-1.3084, 0.9245, 2.6008], [-2.5443, 0.9788, 3.8569], [-3.3394, 3.1617, 2.9881], [-1.3296, 2.8015, 0.7226], [-1.1875, 3.9658, 2.0506], [-2.5051, 4.1064, 0.8788], [-5.4222, 2.8640, 2.3593], [-7.1944, 1.6624, 1.1082], [-6.5513, -0.1985, -0.3977], [-5.1064, -1.6475, -1.1721], [-2.6389, -0.1391, -2.1659], [-4.2670, -0.0459, -2.8222], [-3.3448, -1.5523, -2.9599], [-2.2472, -1.8934, -0.1656], [-3.2056, -3.1235, -0.9934], [-3.6659, -2.5745, 0.6258], [1.0623, 1.2322, 0.5003], [1.6676, 2.1211, 1.5620], [2.0994, 0.9329, 2.8663], [2.9474, -0.2003, 2.3703], [4.2983, -0.2774, 2.6967], [5.0875, -1.3055, 2.1989], [4.5299, -2.2668, 1.3667], [3.1809, -2.2009, 1.0400], [2.3932, -1.1771, 1.5420], [3.3223, 2.5193, 0.9044], [3.3952, 2.2395, -0.5665], [3.8821, 1.0153, -1.0106], [3.9708, 0.7541, -2.3704], [3.5775, 1.7161, -3.2902], [3.0809, 2.9352, -2.8498], [2.9843, 3.1927, -1.4915], [1.1157, 0.5914, 3.1955], [2.5596, 1.5041, 3.6749], [4.7366, 0.4690, 3.3508], [6.1363, -1.3540, 2.4609], [5.1429, -3.0711, 0.9812], [2.7379, -2.9471, 0.3918], [1.3464, -1.1233, 1.2763], [4.0443, 1.9186, 1.4544], [3.4719, 3.5742, 1.1352], [4.1840, 0.2624, -0.2902], [4.3476, -0.2021, -2.7103], [3.6478, 1.5125, -4.3507], [2.7512, 3.6781, -3.5640], [2.5842, 4.1404, -1.1480]], "homo_ev": [-7.24, -7.32], "multiplicity": 4, "total_energy_ha": -4061.12330, "molar_mass_g_mol": 632.78}